38
Properties=species:S:1:pos:R:3:lowdin_charge:R:1 method="wB97M-V/def2-TZVPD" energy_ha=-3538.4309 orbital_gap_ev=6.808 max_force_ev_per_a=0.36
Ag 0.675 0.351 0.388 0.583
C -1.344 -4.043 -1.118 -0.055
N 0.030 -3.806 -1.519 -0.161
C 0.683 -4.712 -2.445 -0.061
C 0.669 -2.732 -0.943 -0.434
N 0.172 -1.956 -0.061 0.091
N 1.972 -2.550 -1.422 0.134
C 2.903 -1.572 -1.083 -0.509
N 4.056 -1.715 -1.836 0.129
N 2.698 -0.662 -0.218 0.067
H -1.734 -4.888 -1.678 0.083
H -1.976 -3.178 -1.328 0.097
H -1.420 -4.280 -0.053 0.095
H -0.001 -5.523 -2.674 0.085
H 1.582 -5.164 -2.019 0.092
H 0.935 -4.232 -3.397 0.092
H -0.773 -2.212 0.185 0.038
H 2.213 -3.087 -2.232 0.100
H 4.312 -2.643 -2.128 0.092
H 4.839 -1.165 -1.527 0.097
H 3.508 -0.057 -0.131 0.060
Br 0.297 0.753 3.233 0.696
C -0.700 2.342 2.894 -0.611
C -1.150 2.982 4.009 -0.163
C -1.909 4.167 3.877 -0.095
C -2.182 4.653 2.637 -0.054
C -1.714 3.992 1.470 -0.180
C -2.019 4.531 0.194 -0.069
C -1.572 3.908 -0.929 -0.108
C -0.803 2.723 -0.826 -0.182
C -0.468 2.137 0.373 -0.248
C -0.941 2.795 1.557 -0.247
H -0.928 2.581 4.988 0.085
H -2.267 4.675 4.764 0.099
H -2.763 5.561 2.514 0.106
H -2.611 5.439 0.140 0.102
H -1.802 4.318 -1.906 0.093
H -0.466 2.269 -1.752 0.061